A:
The following is a quantum chemistry calculation of a 3-piece molecular cluster, C2H11NO3 overall, from OMol25.

Summary:
HOMO energy (eV): -8.616
Frontier orbital gap (eV): 9.1

ORCA input file:
```
! wB97M-V def2-TZVPD RIJCOSX def2/J DEFGRID3
* xyz 0 1
C 1.1838 -0.7200 0.1371
O 0.2517 -1.7892 0.1008
C 1.0204 0.2141 -1.0273
N 2.0839 1.2095 -1.0702
H 2.1900 -1.1379 0.2070
H 1.1185 -0.1733 1.0648
H -0.6247 -1.3953 0.0125
H 0.0638 0.7393 -1.0057
H 0.9596 -0.3023 -1.9921
H 1.8843 2.1182 -0.6996
H 2.6394 1.2608 -1.9010
H -3.4052 -1.2221 0.0616
H -2.7920 -2.4265 0.7894
O -2.6392 -1.4970 0.5748
H -1.0320 2.4364 1.6605
H -1.9020 1.1893 1.6294
O -1.0001 1.4960 1.4580
*
```

For each atom in turn, the natural (NBO) charge in e is: -0.070, -0.736, -0.246, -0.870, 0.172, 0.165, 0.479, 0.181, 0.185, 0.363, 0.367, 0.475, 0.484, -0.951, 0.467, 0.474, -0.939

B:
The following is a quantum chemistry calculation of a 4-piece molecular cluster, C2H11NO3 overall, from OMol25.

Summary:
HOMO energy (eV): -9.040
Frontier orbital gap (eV): 4.1

ORCA input file:
```
! wB97M-V def2-TZVPD RIJCOSX def2/J DEFGRID3
* xyz 0 1
C 0.1605 -1.0745 0.7977
N 0.9885 -1.1415 -0.4898
C 0.4371 -0.1487 -1.3860
O -2.1494 0.3010 -0.4967
H 0.2984 -0.0746 1.3120
H 0.5233 -1.8322 1.4944
H -0.8646 -1.4197 0.4221
H 1.8850 -0.7168 -0.2594
H 1.1499 0.0639 -2.1604
H -0.5031 -0.4521 -1.8428
H 0.1361 0.7952 -0.7855
H -2.9461 -0.1728 -0.2280
H -2.2852 1.9481 1.9657
O -1.4747 1.6384 1.5398
H -1.6622 1.4631 0.4979
H 3.5893 0.2786 -0.2770
O 2.7172 0.5446 -0.1041
*
```

For each atom in turn, the natural (NBO) charge in e is: -0.461, -0.245, -0.440, -0.911, 0.285, 0.204, 0.262, 0.393, 0.222, 0.294, 0.280, 0.443, 0.468, -0.970, 0.506, 0.440, -0.768

Quick one: least stable of them? B

A:
The following is a quantum chemistry calculation of the molecule C3H3NO3, from OMol25.

Summary:
HOMO energy (eV): -9.719
Frontier orbital gap (eV): 9.8

ORCA input file:
```
! wB97M-V def2-TZVPD RIJCOSX def2/J DEFGRID3
* xyz 0 1
C -0.5035 -0.7288 1.4659
C -0.1196 -0.1106 0.1782
C 0.3365 1.0174 -1.5494
H 0.3453 -1.1826 1.9405
H -0.0086 0.7594 -2.5260
H 0.6168 2.0581 -1.5787
N 1.0553 -0.5718 -0.0607
O -1.6012 -0.8128 1.9738
O 1.4429 0.1898 -1.1804
O -0.6694 0.7854 -0.5407
*
```

For each atom in turn, the natural (NBO) charge in e is: 0.368, 0.351, 0.204, 0.150, 0.164, 0.170, -0.114, -0.482, -0.382, -0.429

B:
The following is a quantum chemistry calculation of the molecule C3H3NO3, from OMol25.

Summary:
HOMO energy (eV): -10.649
Frontier orbital gap (eV): 10.6

ORCA input file:
```
! wB97M-V def2-TZVPD RIJCOSX def2/J DEFGRID3
* xyz 0 1
N -0.9436 1.3796 -1.0491
C -0.4438 0.4098 -0.4232
O 0.7771 -0.1461 -0.7638
C 1.5921 -0.5578 0.2460
O 1.3745 -0.4057 1.4115
C -1.2863 -0.2854 0.6244
O -1.3051 -1.4827 0.7414
H -0.3276 1.6976 -1.7998
H 2.4873 -1.0149 -0.1927
H -1.9246 0.4056 1.2053
*
```

For each atom in turn, the natural (NBO) charge in e is: -0.585, 0.438, -0.514, 0.656, -0.541, 0.376, -0.475, 0.360, 0.139, 0.147

Quick one: least stable of them? A